Entry from OMol25: a cluster of 42 separate species, C5H100BN7O43PS in total in a non-equilibrium geometry (ωB97M-V/def2-TZVPD).

Calculated values
M = 1020.7 g mol⁻¹
relative energy (zero: lowest compared OMol25 entry of this formula, charge and spin) = 0.0 kcal per mole
frontier orbital gap = 7.465 eV
LUMO level = -3.55 eV
E_HOMO = -11.01 eV
charge = +1

```
158
Properties=species:S:1:pos:R:3:forces:R:3
N -3.9098 2.1788 -1.1407 1.483 0.579 -0.153
B -2.8156 3.2087 -1.0373 -1.453 0.735 -0.240
O -3.2379 4.5556 -0.9708 1.185 -1.889 -1.010
C -1.2428 2.8291 -0.9872 -0.953 -0.097 -0.819
C -0.6558 2.1395 -2.2485 1.599 2.292 -1.147
S -1.4671 2.7860 -3.7768 -0.613 0.115 -0.267
N -0.4726 0.6913 -2.0581 -1.465 0.055 3.466
C -1.6285 -0.2119 -2.3575 -0.030 -1.834 -0.897
C -1.7644 -0.5548 -3.8982 -1.019 -1.050 -0.699
N -3.0370 0.0901 -4.3366 0.546 0.541 0.367
N -0.6130 -0.1448 -4.6893 -1.443 0.342 0.324
N -1.9182 -2.0293 -4.0617 0.254 0.569 1.198
C -0.4361 0.6002 -0.6074 -0.502 3.010 -0.668
N 0.0076 -0.4028 0.1418 -0.770 -0.704 0.118
N -0.9791 1.7568 0.0058 2.002 -0.598 -0.352
P -0.1198 2.3864 1.4124 2.389 -1.190 1.532
O 1.3274 1.9445 1.4105 -1.821 0.697 -0.155
H -3.8687 1.7982 -2.0939 0.053 -0.231 0.265
H -3.6140 1.4224 -0.5160 -0.528 -0.110 -0.267
H -4.0338 4.5705 -1.5290 -0.210 0.352 0.758
H -0.6948 3.7996 -0.9025 0.107 -0.936 0.708
H 0.3925 2.5132 -2.3707 -0.774 -0.365 0.320
H -1.3235 4.1518 -3.6123 0.375 -1.007 0.500
H -2.6109 0.1438 -1.9767 0.789 0.100 -0.204
H -1.4252 -1.1814 -1.8355 0.028 0.827 -0.407
H -3.2374 -0.1343 -5.3096 0.103 0.009 0.181
H -3.8052 -0.2787 -3.7685 0.186 0.065 -0.286
H -0.3176 -0.8925 -5.3134 -0.136 0.169 0.183
H -0.9317 0.6011 -5.3088 0.558 -0.136 0.128
H -2.5129 -2.3218 -3.2811 0.077 -0.416 -0.348
H -2.4878 -2.1890 -4.8931 0.266 0.053 0.138
H 0.9875 -0.6485 0.2551 -0.228 -0.034 -0.687
H -0.6849 -0.9266 0.7055 0.302 0.289 0.358
H -0.8246 1.9135 2.5553 -0.077 0.263 -0.774
H -0.2384 3.8126 1.4383 -0.517 -0.690 -0.568
O -2.4231 1.6001 3.9301 0.213 -0.498 0.353
H -3.3223 1.2629 3.7608 -0.339 0.504 -0.165
H -2.3704 1.6636 4.8957 -0.083 0.093 0.103
O -1.7044 -2.2943 1.7232 0.536 0.430 -0.383
H -2.5999 -2.6329 1.5611 0.006 -0.240 0.172
H -1.6487 -2.2604 2.6914 -0.330 0.134 0.128
O 1.5665 -2.6361 2.2144 -0.034 0.236 -0.269
H 0.6175 -2.5799 2.0583 -0.195 -0.141 0.018
H 1.9188 -3.0101 1.3968 0.113 -0.175 0.147
O -1.8696 -4.6858 3.6474 0.603 -0.112 0.252
H -1.9499 -5.0778 2.7715 -0.197 0.135 -0.016
H -0.9239 -4.5333 3.7568 -0.040 -0.071 0.145
O 0.5689 0.2043 -6.9406 -0.093 -0.186 -0.445
H 0.5508 -0.1864 -7.8195 0.129 0.016 0.024
H 1.5088 0.3554 -6.7732 0.009 0.011 -0.164
O -5.1343 1.6171 3.1843 0.277 -0.293 -0.142
H -5.1705 2.5391 2.8996 -0.203 0.015 0.114
H -6.0030 1.4630 3.5801 0.007 0.019 0.146
O 0.7250 5.6654 0.1234 -0.282 -0.397 0.001
H 1.4818 5.2824 0.5863 0.122 0.296 0.018
H 0.6495 6.5492 0.4984 0.128 -0.001 -0.028
O 0.6560 0.7546 4.5671 0.030 0.050 -0.241
H -0.2904 0.8420 4.4031 -0.027 -0.123 0.174
H 0.9987 0.3548 3.7570 0.062 0.116 -0.020
O 4.4381 -3.6105 1.1454 -0.156 -0.210 0.103
H 5.2163 -3.9735 1.5851 0.111 0.188 -0.117
H 4.3344 -2.7367 1.5388 0.161 0.037 -0.041
O -2.1188 0.7403 7.2581 -0.029 0.283 -0.408
H -1.6793 1.4460 7.7478 0.029 -0.034 -0.008
H -1.4842 0.0113 7.2809 -0.087 -0.245 -0.093
O -6.4067 4.0055 3.7842 -0.099 -0.614 -0.231
H -6.8106 4.8472 3.5602 0.129 0.053 0.005
H -5.7309 4.2408 4.4284 -0.025 0.256 -0.066
O -3.9859 -3.6398 -2.5241 0.187 -0.088 -0.144
H -3.5703 -4.4824 -2.7378 0.001 0.048 -0.063
H -4.4025 -3.7907 -1.6698 -0.271 0.013 0.331
O 2.5551 6.2855 2.2644 0.225 0.010 0.300
H 2.1110 6.2704 3.1258 -0.110 -0.196 -0.065
H 3.4099 6.6937 2.4454 -0.093 0.234 -0.207
O 2.9869 -1.3364 -7.7534 -0.622 0.409 0.283
H 2.9745 -1.7306 -8.6283 0.127 -0.060 0.040
H 3.9236 -1.1883 -7.5861 0.080 -0.252 -0.207
O -1.3653 1.2687 9.8194 -0.130 -0.071 0.240
H -2.2546 0.9311 9.6556 0.068 -0.097 -0.051
H -1.3084 1.3308 10.7791 0.128 0.092 -0.041
O 5.3620 -2.3117 -8.4453 0.090 -0.194 0.306
H 5.3572 -2.7065 -9.3223 0.226 0.101 -0.027
H 6.2955 -2.1558 -8.2727 0.013 0.016 -0.200
O 2.0585 -1.4807 -3.5849 0.147 -0.231 -0.016
H 1.1271 -1.3630 -3.8118 0.063 0.248 0.055
H 2.4436 -1.8646 -4.3817 -0.051 0.036 -0.022
O -6.0668 2.3611 -3.2965 0.135 0.108 0.056
H -6.4888 3.1962 -3.5243 -0.100 -0.104 -0.069
H -5.3881 2.6006 -2.6508 -0.353 -0.080 0.114
O 4.4294 -6.9553 1.2670 -0.103 0.236 0.029
H 4.3602 -6.0301 1.0018 -0.100 0.029 -0.117
H 3.5743 -7.1450 1.6690 0.035 0.145 0.090
O -5.9612 6.1490 5.2403 -0.234 0.423 0.166
H -5.9897 7.0701 4.9577 0.187 -0.003 0.054
H -6.8266 6.0006 5.6391 0.070 0.020 0.110
O 1.9131 2.3322 -5.9540 0.071 0.321 0.309
H 1.9144 3.2602 -6.2107 0.072 -0.054 -0.084
H 1.0186 2.1795 -5.6280 0.001 -0.098 -0.081
O -7.1741 1.0497 5.5282 0.212 0.025 -0.047
H -6.4175 0.6708 5.9894 -0.065 -0.044 0.026
H -7.2546 1.9354 5.8990 -0.076 0.015 -0.109
O 0.8324 4.8322 4.0570 -0.088 -0.181 -0.120
H 1.2499 3.9873 3.8431 0.111 0.062 0.052
H 0.4338 4.6837 4.9219 0.005 0.089 -0.006
O 7.0838 -1.8786 -10.6570 0.082 -0.294 -0.131
H 6.5474 -1.6152 -11.4109 0.064 0.090 0.015
H 7.8190 -1.2572 -10.6703 -0.137 0.132 -0.057
O -2.1944 5.7094 2.5271 0.149 -0.160 -0.086
H -2.2694 5.2997 1.6581 -0.102 0.185 -0.051
H -1.2490 5.8739 2.6312 -0.028 -0.029 0.096
O -5.4028 -3.3477 0.0767 -0.131 0.237 -0.256
H -5.4190 -2.4139 -0.1791 -0.034 -0.015 0.006
H -6.2772 -3.4992 0.4522 -0.013 -0.080 -0.114
O 7.4310 -5.1112 0.5599 -0.499 -0.117 -0.051
H 7.2937 -5.2178 -0.3885 0.071 0.090 -0.006
H 6.9606 -5.8579 0.9507 0.198 -0.067 0.075
O -6.0640 -0.8418 -2.0388 -0.039 0.045 0.011
H -6.6361 -1.4965 -2.4547 0.122 -0.046 -0.038
H -6.4920 0.0025 -2.2348 0.100 0.070 0.031
O -1.5564 3.9217 -7.3670 -0.092 0.049 0.118
H -1.6674 3.5548 -6.4841 0.046 -0.098 -0.048
H -2.4506 4.1493 -7.6432 0.054 0.012 -0.067
O 5.2392 -1.1141 -2.6408 0.005 0.052 0.245
H 4.3546 -1.4169 -2.8798 -0.066 0.159 -0.012
H 5.2228 -1.0903 -1.6762 -0.049 -0.266 -0.001
O -3.9464 -3.8353 2.4291 -0.367 0.326 -0.056
H -4.8347 -4.1630 2.2569 0.053 -0.022 -0.108
H -3.8916 -3.8008 3.3899 0.277 -0.238 -0.024
O -5.7164 -5.9868 3.3560 -0.091 -0.089 0.075
H -5.3058 -6.8255 3.1206 0.039 0.061 -0.047
H -6.1107 -6.1526 4.2190 -0.036 0.057 -0.034
O 7.8431 0.9718 -10.8478 0.156 0.124 0.113
H 7.4670 1.8269 -11.0800 -0.041 -0.066 -0.070
H 8.4723 1.1757 -10.1472 -0.010 0.007 -0.026
O 4.5924 -9.8113 1.5440 -0.223 0.150 0.015
H 4.5230 -8.8804 1.2880 0.297 -0.234 -0.069
H 3.7412 -10.0153 1.9437 0.068 -0.134 -0.007
O 7.1504 0.9920 -0.9896 -0.049 0.132 0.153
H 6.5903 0.3606 -1.4519 0.092 -0.002 -0.184
H 6.7654 1.8494 -1.1965 0.061 -0.013 -0.019
O 9.7203 -3.5402 1.1687 -0.255 0.256 0.072
H 8.8500 -3.9322 1.0016 0.234 -0.247 0.021
H 9.7798 -3.4947 2.1279 0.096 0.001 -0.022
O 4.9096 4.7918 3.8509 -0.103 0.020 -0.031
H 4.7641 3.8418 3.9140 0.079 0.017 0.033
H 4.2395 5.0931 3.2277 -0.025 -0.212 -0.014
O -2.1296 -1.2657 4.4092 0.018 -0.267 -0.059
H -2.1613 -0.3413 4.1354 0.018 0.193 -0.038
H -2.9945 -1.4225 4.8026 0.083 -0.118 0.074
O -0.5504 -1.6985 8.1546 0.108 0.255 0.111
H -0.1149 -0.9952 8.6530 -0.058 -0.065 0.119
H 0.0814 -2.4247 8.1752 -0.047 -0.013 -0.133
O 6.6967 -1.1562 1.0413 -0.027 -0.165 0.110
H 7.3866 -1.8261 0.9670 0.028 0.026 -0.030
H 7.1792 -0.3204 1.0396 -0.091 0.050 -0.210
O 3.4097 -0.3641 5.5420 -0.073 -0.043 -0.144
H 2.4643 -0.2715 5.3733 -0.038 0.091 0.140
H 3.7549 -0.7685 4.7396 0.061 -0.019 0.063
```
Positions in Å, forces in eV/Å.

=====

Entry from OMol25: a structure of composition C5H10AsCl10F6NiO4PY in a non-equilibrium geometry (ωB97M-V/def2-TZVPD).

Calculated values
M = 856.1 g mol⁻¹
relative energy (zero: lowest compared OMol25 entry of this formula, charge and spin) = 0.0 kcal per mole
<S²> = 2.005
frontier orbital gap (alpha / beta) = 6.877 / 6.789 eV
LUMO level (alpha / beta) = -5.67 / -5.76 eV
spin multiplicity = 3
E_HOMO (alpha / beta) = -12.55 / -12.55 eV
charge = +1

```
39
Properties=species:S:1:pos:R:3:forces:R:3
Y -0.4522 3.0626 2.7658 -1.071 -1.282 -2.327
Ni -3.1547 2.0840 0.4158 1.324 -0.126 1.228
P -3.0508 3.2846 2.4641 2.363 -4.681 -1.482
O -4.3602 2.7101 1.9591 -0.691 2.144 0.393
O -2.1335 3.8007 1.2573 -1.151 3.505 0.303
O -2.1757 1.8900 2.1761 0.455 -2.514 1.038
O -2.3137 3.4929 3.8036 -1.108 2.400 0.220
As 0.0628 0.6212 -0.3744 -0.019 -1.220 -0.385
F -0.4948 -0.4597 0.8031 -0.157 -0.057 0.277
F -0.2466 -0.4615 -1.6402 -0.138 0.041 -0.163
F 0.4947 1.8746 -1.4213 0.088 0.504 -0.080
F 0.3155 1.7793 1.0250 0.044 0.706 0.733
F 1.6663 0.1254 -0.1889 0.279 0.119 0.520
F -1.6376 1.2317 -0.5167 -0.459 0.275 -0.276
C -1.4737 -2.8783 2.5514 -0.353 0.042 -0.217
Cl -0.4730 -2.8469 3.9999 0.137 0.106 0.038
Cl -2.7669 -1.6553 2.5898 0.044 -0.028 0.110
H -0.8726 -2.6726 1.6744 0.098 -0.074 0.035
H -1.9529 -3.8472 2.4934 0.038 -0.040 -0.027
C 3.2745 -0.6922 -2.1737 -0.079 0.175 -0.137
Cl 3.8569 -0.7758 -3.8350 0.005 0.011 -0.077
Cl 4.5053 -1.1938 -1.0113 -0.003 -0.036 0.059
H 3.0005 0.3308 -1.9420 0.187 -0.057 -0.213
H 2.4047 -1.3319 -2.0753 0.155 -0.116 0.008
C 0.9702 4.7936 -1.5767 -0.043 0.063 -0.667
Cl -0.5008 4.6951 -2.5285 0.066 -0.013 0.047
Cl 0.5979 4.7790 0.1714 0.168 0.227 0.569
H 1.6240 3.9697 -1.8319 -0.083 -0.135 0.245
H 1.4517 5.7429 -1.7790 -0.039 0.048 0.142
C -1.6373 -3.0912 -2.6033 -0.232 0.138 -0.329
Cl -2.3046 -4.2544 -3.7551 0.139 -0.032 0.085
Cl -2.3308 -3.2907 -0.9883 0.053 0.039 0.126
H -0.5602 -3.1915 -2.5566 -0.001 -0.150 0.080
H -1.9122 -2.1070 -2.9615 0.057 0.049 0.075
C 2.4538 -3.0220 1.2280 0.297 0.407 0.204
Cl 3.9818 -3.8752 1.3613 0.125 -0.215 0.119
Cl 1.6368 -3.3761 -0.2918 -0.322 -0.085 -0.097
H 1.8215 -3.2823 2.0693 -0.079 -0.164 -0.101
H 2.6859 -1.9626 1.2424 -0.091 0.027 -0.075
```
Positions in Å, forces in eV/Å.

=====

Entry from OMol25: an isolated molecule of C5H10BNO in a non-equilibrium geometry (ωB97M-V/def2-TZVPD).

Calculated values
M = 111.0 g mol⁻¹
relative energy (zero: lowest compared OMol25 entry of this formula, charge and spin) = 130.4 kcal per mole
frontier orbital gap (alpha / beta) = 7.438 / 7.437 eV
LUMO level (alpha / beta) = -0.23 / -0.23 eV
E_HOMO (alpha / beta) = -7.67 / -7.67 eV

```
18
Properties=species:S:1:pos:R:3:forces:R:3
B -0.4179 -0.4127 0.7087 0.244 3.619 -0.977
C -1.8245 -0.9064 2.6245 1.002 0.031 -2.660
C -1.0389 -1.3896 1.6222 -0.089 0.487 1.401
C 0.5549 1.2251 -0.9829 1.151 0.391 5.616
C 0.9221 2.0303 0.2794 -0.552 2.321 1.526
C 0.2221 -0.9836 -1.6000 0.170 -1.212 -1.791
N 0.1831 -0.0957 -0.4526 0.410 0.333 -2.198
O -0.1493 2.0352 1.1684 -0.211 -2.307 -0.711
H -1.9913 -1.3738 3.5005 -0.485 -2.496 2.634
H -2.3854 0.0045 2.6803 0.474 0.937 -0.941
H -0.4768 -2.3456 1.5867 -0.776 0.320 0.814
H -0.2674 1.7111 -1.3541 -1.863 0.892 -1.658
H 1.4509 1.1808 -1.4769 1.717 -0.473 -2.259
H 1.7843 1.6057 0.8886 -0.116 0.366 -1.424
H 1.1442 3.1819 -0.0253 -0.123 -2.408 0.358
H -0.2505 -1.8744 -1.1778 -0.074 -0.482 -1.192
H -0.3558 -0.5186 -2.5529 1.121 -1.184 2.405
H 1.2981 -1.2809 -1.9931 -1.997 0.865 1.059
```
Positions in Å, forces in eV/Å.